# C27H44BrN9O4RbS

A structure of composition C27H44BrN9O4RbS (ωB97M-V with the def2-TZVPD basis set, the OMol25 dataset).

Last column: Löwdin charge in e.
CARTESIAN COORDINATES (ANGSTROEM)
Rb 0.33545 -0.78690 -0.02913  0.832
C -1.90088 -0.67670 3.64334  -0.168
C -2.74337 -0.77634 2.36250  -0.214
N -2.38648 0.07565 1.23862  -0.077
C -3.04127 1.36161 1.13181  -0.213
C -2.24837 2.48778 1.78707  -0.221
N -0.99595 2.79793 1.10869  -0.035
C -0.07917 3.48547 2.00657  -0.255
C 1.28220 3.81964 1.41587  -0.170
C 2.10989 2.62111 0.92028  -0.225
N 1.79353 1.35976 1.55794  -0.106
C 2.19739 1.07488 2.91937  -0.206
C 1.08108 0.36960 3.69478  -0.223
N 0.54927 -0.79461 3.01227  -0.100
C -0.56506 -1.43080 3.69310  -0.231
H -1.77151 0.36473 3.94684  0.087
H -2.51800 -1.12784 4.43047  0.105
H -2.70570 -1.81061 2.01285  0.104
H -3.78982 -0.58121 2.65615  0.108
H -2.47976 -0.46134 0.38424  0.033
H -3.18593 1.58913 0.07187  0.098
H -4.04657 1.34653 1.58768  0.111
H -2.89916 3.37372 1.89491  0.114
H -1.99774 2.17132 2.80235  0.097
H -1.18128 3.38502 0.30108  0.109
H -0.51278 4.41717 2.41609  0.113
H 0.07143 2.82056 2.85656  0.085
H 1.18029 4.52008 0.57966  0.106
H 1.82241 4.37273 2.19172  0.099
H 1.91260 2.46584 -0.14031  0.051
H 3.17722 2.88945 0.99647  0.115
H 2.10152 0.61216 0.94773  0.008
H 3.10976 0.46661 2.94641  0.105
H 2.41863 2.01189 3.44254  0.118
H 1.44496 0.12444 4.71059  0.116
H 0.25579 1.07413 3.82099  0.087
H 1.28166 -1.47556 2.83457  0.108
H -0.70954 -2.41530 3.24017  0.109
H -0.32856 -1.59358 4.76124  0.108
O -0.15932 -3.42986 0.70958  -0.104
C -1.25580 -3.69226 0.21709  -0.556
C -1.82988 -5.11492 0.15436  -0.098
C -3.19855 -4.90559 -0.46907  -0.102
C -3.21933 -3.39943 -0.77652  -0.525
O -4.16247 -2.84837 -1.33566  0.000
N -2.09500 -2.78649 -0.33244  0.096
H -1.85140 -5.53742 1.15954  0.110
H -1.15911 -5.73516 -0.44139  0.112
H -4.02688 -5.12955 0.20514  0.110
H -3.37080 -5.46459 -1.38874  0.108
S 1.69156 2.69433 -2.94757  0.577
C 0.96535 1.64782 -4.06096  -0.884
N 1.14080 0.33144 -4.04363  0.030
C 0.51038 -0.56964 -4.99087  -0.160
C -0.84396 -0.02322 -5.41079  -0.155
C -0.67649 1.39622 -5.92817  -0.179
N 0.16287 2.16725 -5.02330  0.003
H 1.68544 -0.10156 -3.29869  0.088
H 0.42191 -1.53906 -4.50354  0.118
H 1.15195 -0.70183 -5.87068  0.123
H -1.52021 -0.03267 -4.55656  0.092
H -1.27814 -0.64808 -6.19218  0.116
H -1.64855 1.88942 -6.00160  0.109
H -0.23326 1.38436 -6.93022  0.113
H 0.02933 3.16099 -4.94719  0.094
O 4.05224 -1.50289 1.52049  0.009
C 3.85024 -1.91355 0.38461  -0.528
C 4.42008 -3.23595 -0.14631  -0.098
C 3.79075 -3.35159 -1.52561  -0.096
C 2.96099 -2.06764 -1.63308  -0.549
O 2.24404 -1.82172 -2.61301  -0.040
N 3.07963 -1.29252 -0.54645  0.054
H 4.14045 -4.03535 0.54002  0.111
H 5.50917 -3.17946 -0.15490  0.109
H 3.12046 -4.20488 -1.63689  0.113
H 4.50585 -3.39029 -2.34825  0.110
Br -2.98784 4.20498 -3.64966  0.718
C -2.92889 2.41661 -3.01098  -0.675
C -4.01952 1.57609 -3.16025  -0.112
C -3.89048 0.27601 -2.70283  -0.039
C -2.67992 -0.12044 -2.14818  -0.159
N -1.64148 0.70145 -1.99822  0.062
C -1.76789 1.96058 -2.40803  -0.232
H -4.93299 1.93406 -3.61649  0.101
H -4.69147 -0.44868 -2.75780  0.108
H -2.55927 -1.13781 -1.79899  0.068
H -0.90383 2.60410 -2.27555  0.050

Force components x, y, z for each atom (eV/Å):
-0.595 0.236 -0.270
-0.047 -0.053 0.062
-0.091 0.129 0.100
0.233 -0.299 -0.115
0.067 0.023 0.011
-0.029 0.015 -0.001
-0.081 0.139 0.039
0.031 0.017 -0.037
-0.012 -0.020 -0.011
0.097 0.013 0.087
-0.156 -0.298 -0.265
0.032 0.050 0.077
-0.039 0.073 0.105
0.110 0.009 -0.287
-0.073 0.002 0.051
0.034 0.017 -0.061
0.019 0.024 0.012
0.022 -0.002 -0.032
-0.001 -0.028 -0.023
-0.106 -0.007 0.122
0.030 0.050 0.005
0.009 -0.043 0.010
0.007 -0.012 -0.009
0.006 0.012 0.001
0.023 -0.073 -0.034
-0.033 -0.025 -0.028
0.022 0.009 0.032
-0.063 0.009 0.013
0.043 -0.061 0.009
-0.008 0.050 -0.012
-0.007 -0.015 0.000
0.414 0.199 0.224
-0.018 -0.016 -0.020
0.015 0.001 -0.011
0.014 0.005 -0.020
-0.004 -0.019 0.013
0.025 0.046 0.105
0.025 0.001 -0.012
0.005 -0.031 -0.020
-0.004 -0.273 0.124
-0.038 -0.121 -0.022
0.084 0.046 0.076
-0.050 0.048 -0.067
-0.152 -0.154 0.091
0.025 -0.021 -0.038
0.085 0.249 -0.042
0.003 0.012 0.002
-0.007 0.005 -0.017
0.011 0.005 -0.002
0.017 0.001 -0.010
0.066 -0.012 0.009
0.059 0.173 0.011
-0.077 -0.028 -0.038
0.006 -0.053 -0.022
0.050 0.020 -0.029
-0.011 0.024 -0.010
-0.070 -0.147 0.048
0.038 -0.001 0.001
0.006 0.011 0.012
-0.006 0.008 -0.001
-0.007 0.010 0.021
-0.007 -0.010 0.009
0.017 0.019 -0.010
-0.004 -0.026 0.002
0.006 0.006 0.004
0.016 -0.039 -0.008
0.069 -0.043 0.131
-0.014 0.007 0.040
-0.071 0.011 -0.049
0.073 -0.119 -0.083
0.011 0.042 -0.020
-0.057 0.217 0.093
-0.008 -0.007 -0.016
0.000 0.022 -0.013
0.010 -0.006 0.020
0.007 0.025 0.004
-0.015 -0.040 0.008
0.031 0.003 0.006
0.001 0.034 -0.008
0.041 -0.068 0.022
-0.050 0.029 -0.049
-0.018 -0.084 0.080
0.045 0.031 -0.045
-0.005 -0.007 -0.001
-0.037 0.039 -0.030
0.024 0.008 0.011
-0.015 0.029 -0.006

The charge is -1. Its spin multiplicity is 1. The HOMO-LUMO gap comes out at 7.615 eV. The value obtained for the HOMO energy is -5.54 eV. The energy relative to the best compared isomer or geometry (same formula, charge and spin) comes out at 0.00 kcal/mol. For the electronic energy, the calculation gives -4845.5235 Ha. For the strongest force on any atom, the calculation gives 0.69 eV Å⁻¹.



# C27H45AsCrN3OSi3

A structure of composition C27H45AsCrN3OSi3 at a distorted geometry (ωB97M-V with the def2-TZVPD basis set, the OMol25 dataset).

Last column: Löwdin charge in e.
CARTESIAN COORDINATES (ANGSTROEM)
Cr 0.14528 -0.47257 0.87912  0.593
C -4.03564 0.51557 0.37444  -0.010
C -4.05210 0.99790 -0.92102  -0.002
C -2.86363 1.06534 -1.63646  0.027
C -1.70218 0.63860 -1.03393  -0.205
N -1.68619 0.17746 0.23359  0.006
C -2.82735 0.11937 0.92164  -0.095
C -0.37741 0.58107 -1.71128  -0.160
C -0.12210 0.88479 -3.03205  0.044
C 1.15336 0.66062 -3.52991  0.019
C 2.12684 0.09184 -2.72172  0.042
C 1.80897 -0.19409 -1.41001  -0.167
N 0.59727 0.10818 -0.92334  0.030
C 2.67392 -0.90198 -0.42729  -0.207
C 3.95244 -1.33972 -0.68876  0.023
C 4.64887 -2.00518 0.30990  0.002
C 4.04219 -2.21426 1.53599  0.000
C 2.74967 -1.75758 1.72244  -0.086
N 2.08314 -1.11211 0.76485  0.000
H -4.94210 0.43823 0.95863  0.132
H -4.98036 1.31474 -1.37847  0.134
H -2.85140 1.43823 -2.65155  0.128
H -2.75500 -0.26755 1.92888  0.116
H -0.90170 1.27044 -3.67339  0.128
H 1.37955 0.89737 -4.56174  0.135
H 3.10588 -0.13902 -3.11754  0.129
H 4.40532 -1.16941 -1.65582  0.128
H 5.65598 -2.35891 0.12884  0.133
H 4.55241 -2.73390 2.33512  0.129
H 2.20998 -1.91693 2.64615  0.119
C -2.38921 -3.10708 2.56353  -0.046
C -0.94244 -3.17847 2.12128  -0.495
C -0.74671 -4.10240 0.93529  -0.038
O -0.46175 -1.87728 1.77436  -0.351
H -2.72682 -4.08837 2.89848  0.096
H -3.02759 -2.79340 1.73274  0.081
H -2.51077 -2.40767 3.39399  0.078
H -0.33927 -3.54563 2.95620  0.140
H -1.32520 -3.73733 0.08246  0.088
H -1.08684 -5.11023 1.17468  0.095
H 0.30661 -4.15437 0.65309  0.079
C 0.94077 2.28223 5.63933  -0.187
Si 1.18025 0.78359 4.56961  0.342
C -0.02138 -0.57687 4.97042  -0.200
C 2.94077 0.17894 4.64605  -0.203
As 0.70748 1.45562 2.30660  0.906
Si 2.55642 2.84003 1.66728  0.313
C 3.90845 1.85928 0.86469  -0.190
C 1.83996 4.04067 0.44711  -0.200
C 3.22972 3.59838 3.21841  -0.192
Si -1.08121 3.04597 2.50697  0.350
C -1.77858 3.25370 0.78673  -0.194
C -0.53229 4.70696 3.13750  -0.196
C -2.28841 2.22823 3.67485  -0.198
H 0.38154 2.00438 6.53707  0.053
H 0.39479 3.08008 5.14086  -0.002
H 1.90529 2.68725 5.95440  0.043
H -0.87759 -0.19021 5.52853  0.041
H 0.45735 -1.34070 5.58979  0.051
H -0.38955 -1.05996 4.06248  -0.006
H 3.36754 0.48219 5.60684  0.053
H 3.57710 0.58845 3.85868  0.010
H 2.99126 -0.91133 4.59847  0.028
H 3.65895 1.58778 -0.16220  0.024
H 4.16485 0.95332 1.42146  0.025
H 4.80288 2.48945 0.82877  0.058
H 1.38131 3.49831 -0.38550  0.027
H 2.61718 4.69185 0.03608  0.053
H 1.07663 4.67791 0.89958  0.019
H 3.62679 2.82079 3.87594  0.024
H 2.49053 4.16319 3.78207  0.023
H 4.05482 4.27461 2.97339  0.056
H -1.91762 4.31603 0.57131  0.052
H -2.75491 2.76842 0.70172  0.023
H -1.12298 2.84924 0.01379  0.012
H 0.53781 4.87816 3.06387  0.005
H -0.82767 4.84880 4.17890  0.043
H -1.02501 5.48332 2.54575  0.049
H -2.06770 1.16786 3.81724  0.005
H -3.31321 2.31637 3.30170  0.043
H -2.25501 2.70422 4.65820  0.045

Force components x, y, z for each atom (eV/Å):
-0.399 -0.729 1.097
-0.044 -0.066 0.073
-0.047 -0.010 -0.113
-0.129 0.033 -0.159
0.281 -0.085 -0.089
-0.295 -0.015 -0.164
0.029 -0.073 -0.017
-0.281 0.063 0.191
-0.056 0.112 -0.203
0.015 0.021 -0.061
0.152 0.014 -0.127
0.160 -0.120 0.243
0.128 0.034 -0.649
-0.194 0.215 -0.139
0.174 -0.045 -0.135
0.089 -0.012 -0.026
-0.001 -0.016 0.073
-0.046 -0.039 -0.017
0.235 -0.168 -0.094
0.017 0.008 -0.002
0.021 0.002 0.009
-0.035 -0.018 0.036
-0.001 -0.031 -0.010
0.031 0.000 0.001
-0.012 -0.014 0.030
-0.036 0.016 -0.012
0.013 -0.012 0.040
-0.036 0.013 -0.004
-0.016 0.012 -0.013
-0.009 -0.016 -0.001
-0.076 0.073 -0.008
0.088 0.164 0.059
0.029 0.030 -0.085
-0.150 -0.382 -0.141
-0.015 0.024 -0.004
0.011 -0.024 0.031
0.001 -0.027 -0.024
0.094 0.056 0.072
0.014 -0.033 0.007
0.009 0.018 -0.002
-0.029 -0.002 -0.005
0.056 0.152 0.151
-0.089 -0.062 -0.171
-0.178 -0.120 0.033
0.200 -0.112 -0.045
0.362 0.794 0.212
-0.172 -0.025 0.096
0.139 -0.221 -0.092
-0.087 0.159 -0.092
0.056 0.068 0.149
0.000 -0.223 -0.064
-0.080 0.112 -0.198
0.044 0.145 0.160
-0.141 -0.049 0.096
0.046 0.029 -0.024
-0.058 0.065 0.028
-0.068 0.018 -0.007
0.014 -0.035 -0.040
-0.023 0.048 0.007
0.015 -0.052 0.077
0.016 -0.048 -0.044
0.005 -0.051 0.060
0.025 0.054 0.007
0.036 0.004 0.015
0.019 0.042 -0.051
-0.027 -0.038 -0.009
0.018 0.051 -0.007
-0.032 -0.038 0.024
0.053 -0.016 -0.106
0.025 0.091 -0.019
-0.028 0.057 0.049
-0.049 -0.032 -0.003
-0.013 -0.047 0.011
0.153 0.126 -0.017
-0.012 0.147 0.068
0.074 0.056 0.041
0.049 0.016 -0.020
0.011 -0.021 0.055
-0.073 0.020 -0.003
0.041 0.012 0.054
-0.009 -0.048 -0.038

The charge is +2. Its spin multiplicity is 4. The HOMO-LUMO gap (alpha / beta) comes out at 7.704 / 7.865 eV. The value obtained for the HOMO energy (alpha / beta) is -14.07 / -14.65 eV. The energy relative to the best compared isomer or geometry (same formula, charge and spin) comes out at 0.00 kcal/mol. For the electronic energy, the calculation gives -5443.7839 Ha. For the strongest force on any atom, the calculation gives 1.38 eV Å⁻¹.